Entry 1:
Molecular formula: C25H5F15GeNO4PtS
Method: DFT, ωB97M-V/def2-TZVPD

Computed properties:
HOMO (spin up / spin down) in eV: -11.9 / -11.9
Total charge: +1
Lowest unoccupied orbital energy (spin up / spin down) in eV: -4.595 / -5.564
Multiplicity: 3
Orbital gap (spin up / spin down) in eV: 7.29 / 6.32

Geometry (Å):
Pt  2.33868  -0.38147  0.07261
O  2.07308  1.00947  4.20188
C  2.16937  0.78965  2.90453
O  1.39068  0.13223  2.25204
C  3.35796  1.46294  2.28371
C  4.07164  2.46952  2.90875
C  5.12269  3.05194  2.21949
C  5.44417  2.58191  0.95522
C  4.68978  1.55826  0.40923
N  3.64982  1.03078  1.05681
C  4.90695  0.96380  -0.96125
O  6.07529  1.12689  -1.55584
O  4.02252  0.34581  -1.50150
H  1.28588  0.55242  4.54916
H  3.79918  2.78778  3.90425
H  5.68372  3.86446  2.66012
H  6.25866  3.03344  0.40424
H  6.72591  1.58457  -1.00521
F  0.29860  1.63453  -1.12595
C  -0.52344  1.71469  -0.06394
C  -1.20693  0.58789  0.36116
C  -2.05427  0.75129  1.44937
F  -2.74190  -0.27463  1.96109
C  -2.21801  1.97435  2.07839
F  -3.03134  2.09424  3.12147
C  -1.50884  3.07341  1.62729
F  -1.64120  4.24504  2.23128
C  -0.64919  2.94385  0.54855
F  0.04423  3.99540  0.11781
Ge  -1.06535  -1.06836  -0.65183
S  1.01648  -1.91863  -0.77309
C  -1.59956  -0.80763  -2.50991
C  -1.54842  -1.92495  -3.33260
F  -1.13446  -3.09923  -2.83176
C  -1.91540  -1.89482  -4.66195
F  -1.85511  -2.98593  -5.41540
C  -2.35351  -0.69823  -5.20493
F  -2.71229  -0.64235  -6.47745
C  -2.42002  0.43743  -4.41745
F  -2.84965  1.57936  -4.94054
C  -2.04639  0.36893  -3.08738
F  -2.15874  1.49368  -2.37049
C  -2.19582  -2.44628  0.12243
C  -3.54326  -2.49716  -0.19431
F  -4.07840  -1.57727  -1.00743
C  -4.38643  -3.45812  0.32579
F  -5.67319  -3.48328  0.00505
C  -3.87570  -4.39662  1.20715
F  -4.67344  -5.31913  1.72302
C  -2.53886  -4.36276  1.56261
F  -2.05729  -5.24961  2.42625
C  -1.72430  -3.38890  1.01865
F  -0.44460  -3.36453  1.42085

Here are the Mulliken charges for atoms 1 to 5, given in e:
1 Pt 0.8478
2 O -0.4527
3 C 0.2060
4 O -0.5015
5 C 0.4556


Entry 2:
Molecular formula: C25H60BN4NbOS2
Method: DFT, ωB97M-V/def2-TZVPD

Computed properties:
HOMO in eV: -5.2
Total charge: 0
Lowest unoccupied orbital energy in eV: -0.968
Orbital gap in eV: 4.27

Geometry (Å):
C  0.12909  -0.70849  1.17159
C  -0.00717  -0.39102  -0.31026
C  -1.40892  -0.69430  -0.85605
C  -1.43251  -1.65107  -2.05914
N  -0.26101  -1.50187  -2.92667
C  -0.53766  -0.73017  -4.15783
C  -0.89862  0.71609  -3.83007
C  -0.66190  1.58484  -5.07493
C  0.02927  2.93307  -4.75358
Nb  1.90075  3.11649  -6.04198
N  3.08044  3.93552  -4.45931
C  4.34375  3.19444  -4.19466
C  5.48373  4.16062  -3.93988
B  1.27369  5.17398  -6.94957
N  2.12100  6.37503  -6.71603
O  0.10073  5.41525  -7.68406
C  0.47228  -2.63510  -3.08905
S  1.00012  -3.52222  -1.79695
S  0.90096  -3.17752  -4.72091
C  2.70585  -3.25546  -4.61543
C  3.26438  -3.51544  -6.02082
C  4.29038  -2.47919  -6.43710
H  -0.45719  -0.01339  1.76661
H  1.17989  -0.63279  1.42678
H  -0.15219  -1.74802  1.32567
H  0.77067  -0.93783  -0.82051
H  0.18539  0.66531  -0.44808
H  -1.85134  0.24150  -1.17103
H  -2.01638  -1.09118  -0.04901
H  -1.55041  -2.66940  -1.72488
H  -2.32657  -1.42178  -2.63035
H  -1.34124  -1.15420  -4.75516
H  0.38281  -0.68207  -4.70905
H  -0.31944  1.06732  -2.98494
H  -1.95772  0.77660  -3.59626
H  -0.09952  1.03049  -5.81635
H  -1.61834  1.79909  -5.53685
H  0.32143  3.01801  -3.71154
H  -0.67608  3.73312  -4.96359
H  2.46517  1.38824  -5.72605
H  3.30111  3.27019  -7.21419
H  0.95777  2.37786  -7.44353
H  3.32189  4.90261  -4.65347
H  4.18043  2.58860  -3.30812
H  4.58410  2.54473  -5.03029
H  5.30272  4.66069  -2.99458
H  6.43102  3.63772  -3.90006
H  5.50787  4.88880  -4.74222
H  3.10355  6.12554  -6.77841
H  1.98846  6.76781  -5.78720
H  0.38070  5.43600  -8.61564
H  2.99159  -4.05837  -3.95267
H  3.09739  -2.34755  -4.17817
H  2.43782  -3.45966  -6.72275
H  3.68286  -4.51063  -6.04450
H  5.05195  -2.32303  -5.68545
H  3.82297  -1.54050  -6.70041
H  4.78320  -2.83155  -7.33694
C  -3.64720  -2.51830  9.16954
C  -2.36936  -3.05050  8.52326
C  -1.34144  -1.96557  8.18316
C  -1.80811  -0.81393  7.30711
N  -2.04877  -1.09161  5.82940
C  -1.29306  -0.07939  4.99327
C  0.13421  -0.57943  4.99879
C  -0.00392  -2.10307  4.91705
C  -1.44784  -2.39842  5.33323
C  -3.52695  -1.05829  5.50264
C  -4.18055  0.31413  5.40456
C  -4.33664  1.13205  6.68835
H  -4.21944  -1.88031  8.49304
H  -4.29539  -3.34589  9.45307
H  -3.42526  -1.94329  10.07006
H  -2.63975  -3.64526  7.64759
H  -1.89353  -3.74518  9.21701
H  -0.42915  -2.41187  7.77894
H  -1.03570  -1.50807  9.12803
H  -1.07242  -0.01378  7.35245
H  -2.72914  -0.41318  7.71562
H  -1.71925  -0.11317  3.99092
H  -1.41749  0.91218  5.41995
H  0.64478  -0.29267  5.91961
H  0.70628  -0.16982  4.16954
H  0.71938  -2.60327  5.55840
H  0.16727  -2.46359  3.90460
H  -1.53674  -3.17312  6.08093
H  -2.03165  -2.70160  4.46894
H  -4.02276  -1.69245  6.23770
H  -3.62946  -1.53584  4.52995
H  -5.18102  0.12925  5.00822
H  -3.67966  0.92105  4.64997
H  -4.78295  0.53941  7.48954
H  -4.99423  1.97970  6.50401
H  -3.38809  1.54134  7.03743

Here are the Mulliken charges for atoms 1 to 5, given in e:
1 C -1.6052
2 C -0.0440
3 C -0.5588
4 C -1.2834
5 N 0.3865


Entry 3:
Molecular formula: C25H60F3MgO15S
Method: DFT, ωB97M-V/def2-TZVPD

Computed properties:
HOMO (spin up / spin down) in eV: -12.1 / -12.1
ΔE to the lowest compared entry with this formula, charge and spin in kcal per mole: 16.9
Total charge: +2
Lowest unoccupied orbital energy (spin up / spin down) in eV: -5.323 / -10.243
Multiplicity: 2
Orbital gap (spin up / spin down) in eV: 6.73 / 1.81

Geometry (Å):
Mg  1.68075  -4.16912  -2.05658
C  -1.05663  -1.29101  -0.49206
F  -1.62589  -0.49998  0.46226
F  -1.88331  -2.31951  -0.84615
F  -0.59444  -0.59795  -1.53078
S  0.52030  -2.17006  0.25844
O  1.33718  -1.11927  0.88144
O  0.01650  -3.15838  1.18167
O  1.17559  -2.83598  -0.86358
C  4.78622  -4.09687  -2.21541
O  3.55935  -3.41690  -1.92504
C  3.63902  -2.04632  -2.26116
C  2.79085  -1.92942  -3.50608
O  1.58327  -2.66716  -3.40285
C  0.57963  -2.14089  -4.30125
H  4.64033  -5.17584  -2.26668
H  5.59216  -3.97353  -1.49197
H  5.11632  -3.74878  -3.19417
H  4.61859  -1.56845  -2.24775
H  3.10483  -1.36038  -1.60371
H  3.33379  -2.20391  -4.41050
H  2.67719  -0.84738  -3.57204
H  0.98857  -2.31912  -5.29579
H  0.45400  -1.06580  -4.17278
H  -0.39647  -2.60165  -4.14945
C  -6.91307  2.59333  -3.79487
O  -6.31499  3.71213  -3.09846
C  -4.93418  3.57807  -2.69182
C  -4.72657  2.68279  -1.46120
O  -4.94207  1.26931  -1.73439
C  -4.49405  0.55765  -0.59634
H  -6.64668  1.60198  -3.42831
H  -6.62421  2.73350  -4.83651
H  -7.96849  2.44579  -3.56592
H  -4.58228  4.57829  -2.43913
H  -4.28816  3.37208  -3.54523
H  -5.40249  2.99612  -0.66555
H  -3.68828  2.85483  -1.17749
H  -3.46166  0.76801  -0.31704
H  -4.68549  -0.46616  -0.91772
H  -5.06219  0.81298  0.29816
C  -1.39872  -4.19730  4.79537
O  -0.52045  -3.21982  5.45612
C  0.46118  -2.59904  4.56078
C  1.01043  -1.25276  5.27512
O  1.80126  -1.65171  6.43705
C  0.95353  -1.95652  7.55707
H  -2.15471  -3.74213  4.15551
H  -1.87732  -4.84346  5.53125
H  -0.92000  -4.91847  4.13290
H  -0.09458  -2.36170  3.65364
H  1.30219  -3.24983  4.32145
H  0.21811  -0.50444  5.29372
H  1.79387  -0.81122  4.65921
H  0.30786  -1.11667  7.81375
H  1.52876  -2.17031  8.45790
H  0.36341  -2.85374  7.37045
C  0.77281  2.35144  -2.56703
O  -0.09656  3.47830  -2.74335
C  0.16621  4.49291  -1.71939
C  -0.94564  5.48982  -1.74538
O  -1.26182  6.21518  -2.94640
C  -0.41358  7.35099  -3.25980
H  1.81290  2.67372  -2.61662
H  0.69211  1.56167  -3.31393
H  0.69417  1.68585  -1.70744
H  1.09439  5.00490  -1.97325
H  0.31922  4.08019  -0.72220
H  -0.72872  6.23714  -0.98210
H  -1.86681  5.00158  -1.42734
H  0.56900  6.90695  -3.41942
H  -0.28383  7.93958  -2.35161
H  -0.71527  7.89836  -4.15281
C  -1.35599  -4.88473  -2.63304
O  -0.20142  -4.78780  -1.69523
C  -0.06276  -6.06841  -1.02196
C  0.91769  -5.91471  0.09482
O  2.08749  -5.32557  -0.39431
C  3.10553  -5.27173  0.58435
H  -1.73577  -3.88549  -2.84608
H  -2.17127  -5.39926  -2.12445
H  -1.03907  -5.40746  -3.53549
H  0.38754  -6.74886  -1.74468
H  -0.97597  -6.40169  -0.52894
H  1.19953  -6.92632  0.38694
H  0.41856  -5.37409  0.89899
H  2.87340  -4.57468  1.38955
H  3.99308  -4.78929  0.17495
H  3.55313  -6.19917  0.94156
C  0.81674  7.41975  4.08526
O  0.64335  6.00892  3.70855
C  1.80322  5.33593  3.19598
C  1.39294  3.97802  2.64805
O  2.52992  3.17476  2.17200
C  2.12739  1.89265  1.89561
H  1.51066  7.61418  4.90304
H  -0.11700  7.83870  4.46040
H  1.25073  7.92483  3.22233
H  2.50399  5.20028  4.01977
H  2.39515  5.84614  2.43610
H  0.78914  4.06088  1.74436
H  0.69462  3.45665  3.30273
H  1.26165  1.79769  1.24019
H  1.92487  1.28430  2.77708
H  2.99263  1.43912  1.41213

Here are the Mulliken charges for atoms 1 to 5, given in e:
1 Mg 1.1517
2 C 0.3893
3 F -0.1884
4 F -0.1921
5 F -0.0535


Which formula does entry 2 have?
C25H60BN4NbOS2


The highest total charge belongs to which entry?
C25H60F3MgO15S


The lowest total charge belongs to which entry?
C25H60BN4NbOS2